Below is a cluster of 2 separate species, C8H14NOS in total at a distorted geometry, with properties calculated with wB97M-V/def2-TZVPD.

```
25
C8H14NOS (wB97M-V/def2-TZVPD)
C -3.274 0.523 0.336
C -3.475 -0.810 0.206
C -1.917 0.940 0.131
C -1.209 -0.151 -0.203
C -1.448 2.343 0.265
C 1.835 0.418 -1.397
C 1.888 -0.321 1.088
C 1.321 -0.442 -0.300
N 1.240 -1.880 -0.661
O 2.974 -1.246 1.130
S -2.025 -1.654 -0.202
H -4.052 1.224 0.584
H -4.383 -1.370 0.305
H -0.424 2.441 -0.084
H -2.088 3.009 -0.310
H -1.496 2.653 1.308
H 1.887 1.456 -1.077
H 1.204 0.367 -2.285
H 2.848 0.110 -1.680
H 2.220 0.706 1.265
H 1.144 -0.584 1.852
H 2.075 -2.327 -0.230
H 1.239 -2.010 -1.678
H 0.390 -2.314 -0.269
H 3.524 -1.080 1.906
```

The value obtained for the HOMO energy (alpha / beta) is -12.346 / -12.329 eV. As for the charge: +1. The largest force on an atom is 3.634 eV/Å. As for the energy relative to the best compared isomer or geometry (same formula, charge and spin): 2.240 eV.

Below is a cluster of 2 separate species, C8H14O2 in total at a distorted geometry, with properties calculated with wB97M-V/def2-TZVPD.

```
24
C8H14O2 (wB97M-V/def2-TZVPD)
C 2.571 1.044 1.077
C -1.904 0.159 0.202
C -1.139 -1.049 0.194
C -3.474 0.212 0.298
C -1.492 1.383 -0.589
C -0.810 -2.177 -0.333
C 2.803 -0.886 -0.503
C 2.107 -0.189 0.700
O 3.305 1.883 0.335
O -1.152 -0.257 1.304
H 2.111 1.691 1.808
H -3.991 -0.660 0.601
H -3.728 0.366 -0.724
H -3.745 1.004 0.884
H -2.073 2.147 -0.088
H -1.846 1.241 -1.624
H -0.430 1.686 -0.726
H -0.995 -2.156 -1.424
H 3.756 1.406 -0.388
H -0.436 -3.071 0.063
H 2.185 -1.431 -1.102
H 3.643 -1.496 -0.114
H 3.237 -0.022 -1.146
H 1.498 -0.827 1.293
```

The value obtained for the HOMO energy is -8.419 eV. The largest force on an atom is 4.709 eV/Å. As for the energy relative to the best compared isomer or geometry (same formula, charge and spin): 4.140 eV. As for the SMILES: C=C1OC1(C)C.C/C=C\O.

Below is a cluster of 2 separate species, C8H14O2 in total at a distorted geometry, with properties calculated with wB97M-V/def2-TZVPD.

```
24
C8H14O2 (wB97M-V/def2-TZVPD)
C -1.253 0.261 -0.421
C -0.325 -1.211 0.864
C -1.172 1.484 0.327
C -0.411 0.167 -1.671
C -2.599 -0.413 -0.524
C 3.231 0.167 0.532
C 0.837 -0.499 1.174
C 2.108 -0.826 0.396
O 0.801 0.593 1.836
O 2.184 -1.817 -0.298
H -0.223 -2.106 0.264
H -1.124 -1.182 1.592
H -2.010 1.698 0.984
H -0.232 1.311 1.140
H -0.261 -0.865 -1.983
H -0.921 0.696 -2.483
H 0.565 0.630 -1.533
H -3.206 0.131 -1.256
H -3.133 -0.394 0.425
H -2.512 -1.445 -0.862
H -0.829 2.352 -0.233
H 4.090 -0.161 -0.047
H 2.901 1.152 0.195
H 3.494 0.279 1.585
```

The value obtained for the HOMO energy is -9.030 eV. The largest force on an atom is 1.954 eV/Å. As for the energy relative to the best compared isomer or geometry (same formula, charge and spin): 2.231 eV.

Below is a cluster of 2 separate species, C8H14O2S in total at a distorted geometry, with properties calculated with wB97M-V/def2-TZVPD.

```
25
C8H14O2S (wB97M-V/def2-TZVPD)
C -0.973 -2.621 0.672
C 2.076 -1.303 -1.137
C -1.435 -1.425 1.115
C 2.157 -0.006 -1.257
C -1.665 0.998 1.375
C 2.242 2.424 -0.598
C -1.856 -0.163 0.477
C 2.160 0.979 -0.230
O -3.251 -0.373 0.300
O 2.084 0.647 0.950
S -1.049 0.218 -1.188
H -0.998 -3.544 1.251
H -0.914 -2.936 -0.372
H 2.226 -1.996 -1.977
H 1.878 -1.826 -0.125
H -1.538 -1.293 2.124
H 2.358 0.420 -2.283
H -0.702 0.875 1.796
H -2.453 0.975 2.202
H -1.721 2.130 1.056
H 1.402 2.665 -1.247
H 2.429 3.168 0.282
H 3.201 2.648 -1.208
H -3.504 -1.248 -0.048
H -2.153 0.588 -1.927
```

The value obtained for the HOMO energy is -9.130 eV. The largest force on an atom is 3.821 eV/Å. As for the energy relative to the best compared isomer or geometry (same formula, charge and spin): 2.352 eV. As for the SMILES: C=C[C@](C)(O)S.C=CC(C)=O.

Below is the molecule C8H14O4S at a distorted geometry, with properties calculated with wB97M-V/def2-TZVPD.

```
27
C8H14O4S (wB97M-V/def2-TZVPD)
C -0.913 -0.247 -0.817
C 1.992 -0.900 1.345
C 2.773 -1.392 0.248
C 1.255 0.695 -0.147
C 1.338 2.104 0.439
C -3.998 -0.770 -0.612
C 0.228 0.655 -1.308
C -2.969 -0.251 0.521
O -1.024 -1.440 -1.019
O 3.852 1.013 -0.675
O 0.874 -0.207 0.843
O -1.858 0.440 -0.123
S 2.791 -0.025 -0.900
H 1.500 -1.636 2.009
H 2.610 -0.207 1.968
H 3.765 -1.803 0.547
H 2.297 -2.243 -0.257
H 0.508 2.266 1.042
H 1.068 2.969 -0.242
H 2.249 2.368 0.975
H -4.675 -1.470 -0.032
H -4.625 0.130 -0.982
H -3.572 -1.309 -1.497
H 0.640 0.199 -2.205
H -0.262 1.572 -1.431
H -2.512 -1.047 1.066
H -3.333 0.534 1.244
```

The value obtained for the HOMO energy is -9.101 eV. The largest force on an atom is 3.936 eV/Å. As for the energy relative to the best compared isomer or geometry (same formula, charge and spin): 3.629 eV.

Below is the molecule C8H14OS at a distorted geometry, with properties calculated with wB97M-V/def2-TZVPD.

```
24
C8H14OS (wB97M-V/def2-TZVPD)
C -0.437 -0.497 0.803
C -0.753 0.244 -0.254
C 0.854 -0.194 1.517
C 0.106 1.430 -0.593
C -1.227 -1.666 1.311
C -1.920 0.050 -1.172
C 1.914 -1.229 1.148
C 0.981 1.270 -1.821
O -0.664 2.566 -0.590
S 1.386 1.471 0.999
H 0.713 -0.161 2.601
H -1.101 -2.539 0.671
H -2.287 -1.420 1.342
H -0.910 -1.930 2.317
H -1.579 -0.388 -2.111
H -2.372 1.016 -1.388
H -2.668 -0.604 -0.736
H 2.033 -1.260 0.066
H 1.613 -2.217 1.493
H 2.870 -0.974 1.597
H 1.616 2.146 -1.945
H 0.354 1.160 -2.705
H 1.609 0.391 -1.719
H -0.130 3.333 -0.829
```

The value obtained for the HOMO energy is -8.332 eV. The largest force on an atom is 2.793 eV/Å. As for the energy relative to the best compared isomer or geometry (same formula, charge and spin): 0.000 eV. As for the SMILES: CC1=C(C)[C@@](C)(O)S[C@@H]1C.

Below is a cluster of 2 separate species, C8H15BF5O7S2 in total at a distorted geometry, with properties calculated with wB97M-V/def2-TZVPD.

```
38
C8H15BF5O7S2 (wB97M-V/def2-TZVPD)
O 4.319 -1.428 0.531
S 4.650 -0.069 0.300
O 6.005 0.310 0.486
O 4.148 0.331 -1.156
C 3.597 0.981 1.272
C 2.121 0.763 0.881
C 1.427 2.091 0.510
C -0.033 2.091 1.004
C -0.899 1.131 0.128
O -1.649 2.015 -0.711
S -3.030 2.350 0.082
O -3.073 3.732 0.344
O -4.087 1.839 -0.695
O -2.781 1.507 1.398
C -1.848 0.413 1.057
C -2.714 -0.694 0.490
C -1.990 -2.041 0.477
F -0.650 -1.917 0.887
H 4.615 -0.262 -1.773
H 3.927 1.989 1.071
H 3.730 0.716 2.307
H 1.609 0.302 1.717
H 2.025 0.088 0.041
H 1.388 2.164 -0.571
H 1.935 2.945 0.941
H -0.395 3.103 0.905
H -0.027 1.795 2.047
H -0.284 0.406 -0.385
H -1.275 0.041 1.891
H -3.070 -0.461 -0.504
H -3.592 -0.762 1.120
H -2.499 -2.742 1.131
H -2.022 -2.469 -0.517
B -1.913 -4.058 -3.348
F -1.359 -3.416 -4.467
F -2.484 -3.083 -2.487
F -2.913 -4.955 -3.755
F -0.908 -4.747 -2.646
```

The value obtained for the HOMO energy is -7.899 eV. As for the charge: -1. The largest force on an atom is 2.324 eV/Å.

Below is the ion C8H15BrNO with charge +1 at a distorted geometry, with properties calculated with wB97M-V/def2-TZVPD.

```
26
C8H15BrNO (wB97M-V/def2-TZVPD)
C 0.230 0.135 -0.379
C 3.066 -1.677 0.580
C 1.173 -0.782 1.713
C 0.702 -2.224 1.624
C -0.588 1.242 -2.633
C -0.675 -0.988 -1.110
C 0.642 1.639 1.512
C -0.864 0.592 -1.241
N 0.219 0.174 1.099
O 2.480 -0.584 1.102
Br 4.656 -1.189 -0.185
H 1.205 -0.329 2.682
H 0.535 -2.569 0.653
H -0.165 -2.427 2.312
H 1.439 -3.062 2.058
H 0.339 0.747 -3.004
H -0.331 2.356 -2.685
H -1.362 0.955 -3.403
H 1.175 0.439 -0.768
H -0.169 -1.406 -1.992
H -1.379 -1.586 -0.601
H 0.155 2.011 2.357
H 1.789 1.690 1.843
H 0.429 2.292 0.679
H -1.838 0.909 -0.781
H -0.759 -0.099 1.384
```

The value obtained for the HOMO energy is -12.467 eV. As for the charge: +1. The largest force on an atom is 5.038 eV/Å. As for the energy relative to the best compared isomer or geometry (same formula, charge and spin): 4.700 eV.